1.
Density functional theory data (the ωB97M-V functional and the def2-TZVPD basis) for C3H10N2 in the gas phase.

```
15
Properties=species:S:1:pos:R:3:forces:R:3:nbo_charge:R:1
N -0.268 1.093 1.970 -0.162 -0.464 0.073 -0.827
C 0.470 0.996 0.710 0.003 -0.449 -0.669 -0.225
C -0.438 0.457 -0.410 -0.669 1.160 0.297 -0.240
N -0.365 -0.966 -0.565 0.403 -0.794 -0.842 -0.646
C 0.533 -1.469 -1.630 -0.231 0.429 0.781 -0.412
H -0.930 0.318 1.978 -0.012 0.182 0.024 0.347
H 0.340 0.879 2.753 0.117 0.258 0.023 0.352
H 0.881 1.954 0.402 -0.054 0.278 0.229 0.177
H 1.302 0.293 0.769 0.241 -0.023 0.067 0.171
H -1.453 0.764 -0.176 -0.433 -0.262 0.552 0.199
H -0.339 1.076 -1.314 0.746 -0.566 -0.344 0.175
H -1.238 -1.464 -0.649 -0.186 0.596 0.113 0.367
H 1.439 -1.861 -1.189 0.333 -0.189 -0.018 0.185
H 0.028 -2.261 -2.167 0.036 -0.218 -0.209 0.193
H 0.820 -0.684 -2.333 -0.131 0.063 -0.075 0.181
```
Positions in Å, forces in eV/Å.

The value obtained for the energy is -6252.58604 eV. Its SMILES is CNCCN. The calculation puts the LUMO energy at 1.192 eV. The calculation puts the highest occupied orbital energy at -8.8067 eV.

=====

2.
Density functional theory data (the ωB97M-V functional and the def2-TZVPD basis) for a 2-piece molecular cluster, C3H10N2O overall.

```
16
Properties=species:S:1:pos:R:3:forces:R:3:nbo_charge:R:1
C 1.633 -1.307 0.127 0.620 0.721 -0.005 -0.426
N 0.759 -0.227 -0.311 0.518 2.154 -0.077 -0.483
N 1.259 1.227 -0.091 -0.129 -2.558 -0.557 -0.678
H 0.662 -0.277 -1.323 -0.018 0.132 0.218 0.359
H 2.244 1.253 -0.373 -0.219 0.010 0.208 0.335
H 1.222 1.430 0.907 -0.064 -0.366 -0.148 0.348
H 1.197 -2.268 -0.141 -0.200 0.061 0.029 0.215
H 1.761 -1.250 1.209 -0.013 -0.127 -0.037 0.194
H 2.621 -1.245 -0.352 0.070 -0.112 0.176 0.167
C -2.035 0.210 0.662 0.597 -0.670 0.040 -0.720
C -1.662 0.512 -0.762 -2.225 1.497 -0.262 0.450
O -2.192 -0.006 -1.729 1.004 -0.123 0.580 -0.560
H -1.168 1.512 -0.852 0.458 -0.730 -0.271 0.119
H -2.669 -0.672 0.718 -0.045 -0.011 0.043 0.223
H -1.101 0.038 1.199 -0.238 -0.009 0.188 0.233
H -2.530 1.069 1.111 -0.115 0.132 -0.124 0.225
```
Positions in Å, forces in eV/Å.

The value obtained for the energy is -8298.81590 eV. Its SMILES is CC=O.CNN. The calculation puts the LUMO energy at 0.822 eV. The calculation puts the highest occupied orbital energy at -9.1825 eV.

=====

3.
Density functional theory data (the ωB97M-V functional and the def2-TZVPD basis) for C3H10N2O as an isolated structure.

```
16
Properties=species:S:1:pos:R:3:forces:R:3:nbo_charge:R:1
C -0.421 0.346 0.675 -0.208 -4.415 2.907 0.284
C -0.006 -1.118 -1.277 -0.067 0.215 -0.057 -0.442
C 1.024 0.638 1.032 -0.210 0.175 -0.347 -0.673
N -0.905 -0.295 -0.480 0.402 4.510 -1.369 -0.212
N -0.804 1.245 -0.912 -0.247 -1.362 -0.593 -0.730
O -0.748 -1.213 1.568 0.506 1.008 0.395 -0.948
H -0.045 -1.866 1.458 0.140 0.261 0.066 0.427
H -1.161 0.873 1.270 0.079 -0.154 -0.275 0.211
H 0.038 1.605 -1.347 -0.602 -0.162 -0.274 0.384
H -1.719 1.673 -0.943 0.466 0.003 -0.549 0.400
H 1.044 -0.812 -1.282 -0.034 0.077 0.092 0.172
H -0.080 -2.126 -0.877 -0.036 -0.033 -0.070 0.233
H -0.370 -1.087 -2.304 -0.040 -0.151 0.078 0.215
H 1.264 1.684 0.834 0.042 0.009 0.014 0.213
H 1.158 0.441 2.092 -0.127 0.035 0.023 0.255
H 1.732 0.011 0.493 -0.062 -0.019 -0.042 0.211
```
Positions in Å, forces in eV/Å.

The value obtained for the energy is -8296.45334 eV. The calculation puts the LUMO energy at 0.819 eV. The calculation puts the highest occupied orbital energy at -8.6425 eV.

=====

4.
Density functional theory data (the ωB97M-V functional and the def2-TZVPD basis) for a 2-piece molecular cluster, C3H10N2O overall.

```
16
Properties=species:S:1:pos:R:3:forces:R:3:nbo_charge:R:1
C 1.677 -0.784 -2.469 0.145 -1.050 0.673 -0.410
N 1.907 -2.237 -2.560 -0.316 0.663 -0.204 -0.635
C 1.095 -3.055 -1.705 -0.775 -1.412 0.012 -0.422
H 2.051 -0.372 -3.399 0.031 0.599 0.190 0.203
H 0.613 -0.586 -2.341 -0.078 -0.076 -0.439 0.190
H 2.131 -0.373 -1.554 0.255 0.340 -0.381 0.165
H 2.889 -2.430 -2.433 -0.012 -0.082 -0.018 0.355
H 0.775 -3.978 -2.209 0.329 -0.013 -0.243 0.188
H 0.121 -2.630 -1.466 0.200 0.613 0.114 0.192
H 1.546 -3.426 -0.783 0.221 0.418 0.295 0.174
C -2.242 3.780 3.927 -0.027 -0.343 -0.968 0.530
N -2.661 2.690 3.192 -0.275 0.051 -0.200 -0.844
O -2.930 4.299 4.761 -0.009 0.358 0.197 -0.569
H -1.259 4.165 3.592 0.124 -0.174 0.530 0.102
H -2.076 2.234 2.514 0.273 0.385 -0.003 0.385
H -3.636 2.702 2.932 -0.086 -0.278 0.442 0.396
```
Positions in Å, forces in eV/Å.

The value obtained for the energy is -8300.12865 eV. Its SMILES is NC=O.CNC. The calculation puts the LUMO energy at 0.790 eV. The calculation puts the highest occupied orbital energy at -8.6577 eV.